1.
A molecular structure, C34H28N4O4PS2Se2TeW in a non-equilibrium geometry. Source: the Open Molecules 2025 dataset; level of theory: the ωB97M-V functional and the def2-TZVPD basis.

## Properties
Spin multiplicity: 2
Relative energy (zero: lowest compared OMol25 entry of this formula, charge and spin) (kJ/mol): 358.1
Total charge: +2
Orbital gap (alpha / beta) (eV): 6.1 / 5.2
E_HOMO (alpha / beta) (eV): -13.7 / -13.7

CARTESIAN COORDINATES (ANGSTROEM)
W 0.322474 0.296988 0.464389
Se 1.317361 1.374940 2.236550
P -1.616211 2.238426 0.748119
Se -1.259798 1.126766 -1.227048
C -3.137066 3.183963 0.413054
C -3.193532 4.010075 -0.708045
C -4.302389 4.812257 -0.901105
C -5.351102 4.779147 0.012624
C -5.296929 3.942130 1.115796
C -4.187554 3.134733 1.324236
C -0.451197 3.654425 0.591448
C -0.538876 4.568475 1.642040
C 0.379506 5.599446 1.752781
C 1.366990 5.753677 0.789581
C 1.426786 4.879345 -0.284492
C 0.541396 3.812914 -0.372142
H -2.378330 4.021829 -1.421157
H -4.342027 5.462778 -1.764220
H -6.218718 5.407209 -0.138638
H -6.119558 3.927277 1.817945
H -4.141417 2.481216 2.186997
H -1.312723 4.452480 2.393917
H 0.321017 6.279905 2.591782
H 2.080023 6.563168 0.871944
H 2.164172 5.028470 -1.063277
H 0.602612 3.162066 -1.231229
O -0.027381 -1.383591 -0.618445
N 0.579586 -2.573423 -0.707558
C 0.168510 -3.431189 -1.660379
C 0.790688 -4.640315 -1.783306
C 1.821845 -4.974212 -0.895621
C 2.210264 -4.080253 0.074011
C 1.590786 -2.828945 0.154702
S 2.028800 -1.580246 1.236863
H -0.651783 -3.102082 -2.281203
H 0.486815 -5.316789 -2.567813
H 2.309875 -5.935513 -0.978625
H 2.996434 -4.297190 0.782700
O 2.794639 1.081954 -7.697858
S 4.177233 0.941198 -8.029671
O 4.742702 -0.393196 -7.875552
O 4.752643 1.829196 -8.984394
C 5.122268 1.413727 -6.342061
N 6.361576 1.776316 -6.351055
C 6.888176 2.028346 -5.157596
C 6.150787 1.844151 -3.988821
C 4.838344 1.413718 -4.118573
N 4.327505 1.213915 -5.341907
C 3.899824 1.114059 -3.008014
C 2.728487 0.404338 -3.297583
C 1.827098 0.145777 -2.297274
N 2.013814 0.537672 -1.021303
C 3.147369 1.198079 -0.739013
C 4.099782 1.504425 -1.688885
H 7.917244 2.363282 -5.143164
H 6.610329 2.011292 -3.024972
H 2.536942 0.097509 -4.315334
H 0.913396 -0.385864 -2.518772
H 3.291240 1.491366 0.290426
H 4.978693 2.057205 -1.387113
C -2.614365 -0.429744 3.508506
Te -1.255825 -1.285335 2.043019
C -3.056356 -1.482737 0.836552
C -4.218989 -1.295387 1.777185
C -5.511677 -1.586367 1.353700
C -6.578757 -1.389751 2.214578
C -6.358825 -0.929338 3.505477
C -5.072449 -0.651816 3.936257
C -4.001019 -0.812240 3.062708
H -2.473273 0.651392 3.545381
H -2.368135 -0.839708 4.486281
H -3.064583 -2.475440 0.388963
H -3.053014 -0.739664 0.041699
H -5.682433 -1.973835 0.356762
H -7.584006 -1.612935 1.883512
H -7.191814 -0.795853 4.182437
H -4.897541 -0.318046 4.951779

Forces on the atoms, in the same order (eV/Å):
1.6353 -1.1047 1.5343
-0.3286 -0.3419 -0.8875
0.8459 1.0861 -1.1884
0.2419 0.6332 0.3555
-0.6045 -0.5908 0.3599
-0.0112 -0.0618 -0.0364
0.0654 -0.0435 0.0047
-0.0294 -0.0156 0.0335
-0.1094 0.0966 0.0270
0.0724 -0.0198 -0.1062
-0.0062 -0.0955 0.2712
0.0903 -0.1690 0.0448
-0.0551 -0.0080 0.0737
0.0469 0.0468 -0.0081
0.0243 0.0012 0.0112
-0.2053 0.2141 -0.0141
0.0028 0.0661 0.0198
-0.0476 0.0017 0.0052
0.0116 0.0087 -0.0131
0.0172 -0.0366 0.0154
-0.0136 -0.0129 0.0096
-0.0124 0.0712 0.0136
-0.0033 0.0328 -0.0339
-0.0195 0.0072 -0.0174
0.0079 -0.0206 0.0207
0.0070 -0.1744 -0.0323
-0.8066 -0.4489 -1.2430
0.6356 0.1365 0.6073
-0.1328 -0.2299 -0.2174
0.0704 -0.0365 0.0003
-0.0394 0.0493 0.0176
0.0055 0.0296 0.0278
-0.1959 0.0707 -0.2400
-0.4214 1.0467 0.1000
0.0337 0.1013 0.0417
-0.0674 -0.0091 0.0327
0.0212 0.0067 0.0283
0.0326 -0.0629 -0.0569
-0.9931 -0.6592 -1.0321
3.8668 2.5824 6.5670
-0.8130 -1.9215 -2.2940
-0.2852 -0.3849 -1.8979
-2.6822 0.0627 -2.9116
1.2895 0.6041 -0.1133
-0.1807 -0.2534 0.0441
0.0159 0.0459 0.3823
0.2237 -0.0625 -0.5549
-0.5457 -0.1066 1.6255
-0.1120 -0.0633 0.0773
0.2372 0.1644 0.0324
-0.0064 -0.0643 -0.0684
-0.3635 0.2233 -0.0760
0.0654 0.0781 0.1914
0.0336 -0.0667 -0.1209
0.0207 -0.0140 0.0952
0.0109 0.0483 0.0051
-0.0491 -0.0402 0.0189
-0.0360 0.0078 0.0634
-0.0214 0.0130 0.0003
-0.0199 -0.0115 0.0236
0.3438 0.2368 -0.1222
-1.4597 -0.5696 0.5380
0.0694 -0.0771 0.0608
0.1890 0.0777 0.0829
-0.0552 -0.0053 0.0828
-0.0149 -0.0455 -0.1011
0.0038 0.0296 0.1033
-0.0520 0.0019 -0.0378
0.0620 -0.0334 -0.1094
0.0716 -0.0078 -0.0613
0.1402 -0.0660 -0.0645
0.1102 -0.0004 0.0124
0.1859 0.0153 0.0108
-0.0008 0.0175 -0.0027
0.0056 -0.0059 0.0054
0.0038 -0.0172 -0.0005
-0.0167 0.0431 -0.0152

***

2.
A molecular structure, C5H10O2. Source: the Open Molecules 2025 dataset; level of theory: the ωB97M-V functional and the def2-TZVPD basis.

## Properties
Relative energy (zero: lowest compared OMol25 entry of this formula, charge and spin) (kJ/mol): 311.3
Total charge: 0
Orbital gap (eV): 10.7
E_HOMO (eV): -9.7

CARTESIAN COORDINATES (ANGSTROEM)
C 1.574542 1.683232 -0.205611
C 0.488413 1.617202 -1.246404
O 0.557668 0.951317 -2.257334
C -0.845582 -0.098572 0.429895
C -1.430623 -1.466729 0.117949
C -0.181555 -1.973928 0.857146
O 0.200698 -0.640910 1.240254
H 2.319842 2.379937 -0.601370
H 1.213654 2.056103 0.758247
H 2.035888 0.702796 -0.060343
H -0.406796 2.247026 -1.039518
H -0.459913 0.267933 -0.508954
H -1.427511 0.676957 0.942896
H -2.391855 -1.684257 0.580020
H -1.466640 -1.679526 -0.954024
H 0.579874 -2.434374 0.215058
H -0.360105 -2.604208 1.732093

Forces on the atoms, in the same order (eV/Å):
0.0858 0.0243 -0.0566
0.3012 0.1517 -0.5185
0.1433 0.5624 0.2152
-0.2999 0.1986 -0.1105
-0.2104 -0.2068 0.0085
0.0147 -0.4838 0.0496
0.0334 -0.0123 0.1480
0.0639 -0.0235 0.1298
-0.0058 -0.0352 -0.2314
-0.0577 0.1881 -0.1117
0.2046 0.0414 -0.2327
-0.2003 0.0275 0.4429
-0.0133 -0.2493 -0.0452
0.1149 -0.1367 0.0496
-0.0860 -0.0809 0.2428
-0.1462 0.0262 0.0966
0.0576 0.0084 -0.0766

***

3.
C4H10N2O in the gas phase in a non-equilibrium geometry. Source: the Open Molecules 2025 dataset; level of theory: the ωB97M-V functional and the def2-TZVPD basis.

## Properties
Relative energy (zero: lowest compared OMol25 entry of this formula, charge and spin) (kJ/mol): 120.4
Total charge: 0
Orbital gap (eV): 10.6
SMILES: C[C@H](N)CNC=O
E_HOMO (eV): -9.7

CARTESIAN COORDINATES (ANGSTROEM)
C -0.654589 0.399716 0.167110
N -1.281446 -0.879331 -0.169710
C -2.256128 -1.356738 0.687076
O -2.562201 -0.861382 1.742652
C 0.659230 0.547618 -0.650676
C 1.685465 -0.421847 -0.075969
N 1.188978 1.911741 -0.621392
H -1.331355 1.191433 -0.145866
H -0.327535 0.423540 1.205147
H -0.605157 -1.599502 -0.401116
H -2.798187 -2.231227 0.289768
H 0.442184 0.297963 -1.691939
H 1.562545 -0.611075 0.977648
H 2.711881 -0.100569 -0.212184
H 1.659524 -1.400538 -0.563096
H 0.449956 2.560050 -0.869967
H 1.456839 2.130144 0.332522

Forces on the atoms, in the same order (eV/Å):
1.0469 -0.4435 -0.9874
0.1282 0.0598 0.4691
-0.0901 -0.1428 0.0812
-0.1763 0.3247 -0.1584
-0.3316 -0.0450 0.4095
0.4629 -0.5962 -0.6656
-0.1674 -0.2314 0.1490
-0.1389 0.1270 0.5199
-0.5940 0.4159 0.2781
-0.2901 -0.0270 -0.4180
0.2698 -0.1818 0.0345
0.0744 0.0137 -0.0359
-0.2271 0.1160 0.5355
0.1069 0.3773 -0.1787
-0.2018 -0.0026 -0.0205
0.0645 0.1022 -0.0242
0.0638 0.1338 0.0117